No. 1
The following is a DFT calculation (wB97M-V/def2-TZVPD) of C46H52BBiGeN4O3S2Si as an isolated structure.

The geometry in ORCA input format:
```
! RIJCOSX wB97M-V def2-TZVPD def2/J DEFGRID3
* xyz 1 2
Bi -1.14251 0.01430 -0.46660
Ge -2.69442 2.12522 -1.31754
S 3.03894 2.00998 0.63477
S -1.75775 0.76041 1.83950
Si -2.22967 0.26730 5.31432
O 0.97590 -2.18264 -2.63027
O 2.36471 -2.28044 -0.69108
O 1.83675 -4.28799 -1.69595
N 0.15447 -1.05271 2.06169
N -0.54466 -2.64917 -4.31135
N -0.35838 0.57057 -3.48063
N 0.96054 0.96469 -0.31277
C 4.37909 -5.32617 4.03021
C 3.73056 -3.23635 1.14356
C 0.80914 -2.20910 4.03600
C 0.09121 2.14713 -5.22965
C -0.77186 -0.40624 2.76721
C -3.82960 1.20825 -2.63153
C 0.16836 1.71769 -3.91667
C 3.13347 1.29109 -0.91459
C -5.48926 3.57008 2.22911
C -3.41897 1.46025 4.50932
C -2.64219 4.70160 -5.29490
C -4.32322 4.26703 1.94727
C -1.19913 1.17715 6.58395
C -0.60510 5.23554 -3.46044
C -1.52553 3.57772 -1.90305
C -1.60071 4.27549 -3.14632
C 6.43305 -5.03780 2.62451
C -0.52507 3.90328 -1.02066
C 0.80260 -2.54640 -3.96751
C -0.98650 -0.57545 4.14103
C -5.00941 2.05550 0.42730
C -2.62338 4.04220 -4.09979
C -3.83256 2.74473 0.13498
C 2.63317 -4.51796 -0.58924
C 1.40762 1.59666 0.74362
C -5.83392 2.46374 1.46581
C -1.63722 5.64086 -5.61091
C -3.50117 3.85633 0.90751
C -0.98115 -0.20898 -4.37290
C 2.95418 -3.31655 0.01018
C -0.14733 -1.50957 4.75419
C 4.19202 -4.43312 1.69970
C 1.93561 0.76734 -1.26184
C 0.45303 4.87578 -1.31937
C 5.25018 -3.05544 3.54850
C 3.85804 -5.64053 1.07721
C 1.73299 -3.53567 -4.57345
C 3.07774 -5.71170 -0.07275
C 0.92069 -1.94691 2.68433
C -1.44138 -1.57221 -3.90610
C -3.20047 -1.10967 6.12610
C -0.64702 5.90362 -4.71017
C -0.59235 1.35856 -6.13922
C -1.13556 0.16283 -5.70231
C 0.42097 5.51446 -2.52387
C 5.05468 -4.45422 2.96251
B 1.69027 -2.91193 -1.73216
H 2.75080 -3.37353 -4.21919
H -1.83901 1.64274 7.33648
H 1.68944 0.22562 -2.16174
H 1.64902 -2.46483 2.07362
H 6.92948 -4.44429 1.85489
H -0.70135 1.67090 -7.16959
H 3.39399 -4.93164 4.28869
H -6.13072 3.89157 3.03930
H -5.29805 1.18845 -0.15725
H -1.66406 6.16017 -6.55969
H 0.53097 3.09203 -5.51744
H 6.35449 -6.06264 2.26032
H 1.74829 -3.41614 -5.65758
H -4.17707 0.25847 -2.22004
H -3.29066 1.00642 -3.55631
H -0.46872 3.39680 -0.06227
H -4.07074 1.84285 5.30109
H 4.25053 -6.35535 3.69604
H 7.06711 -5.04529 3.51317
H 4.05158 1.27022 -1.47665
H -0.65241 -2.90520 -5.28306
H 1.22433 5.10601 -0.59510
H 0.12033 6.63544 -4.93257
H -6.74642 1.92091 1.67632
H -2.55835 -1.83471 6.62900
H -3.79839 -1.65010 5.38930
H -2.43216 -1.80531 -4.29605
H 4.98654 -5.34505 4.93701
H 0.66267 2.33543 -3.17393
H -4.05142 0.98778 3.75693
H 3.95896 -2.27248 1.57498
H 5.78424 -2.39678 2.86053
H -3.43736 4.50985 -6.00367
H -0.50862 0.51056 7.10421
H 1.46487 -4.57526 -4.34917
H 1.45315 -2.93827 4.50802
H -3.40819 3.33481 -3.87597
H -2.92819 2.31460 4.04284
H -1.50519 -1.57698 -2.81967
H -3.88316 -0.70107 6.87432
H -2.60315 4.42326 0.69146
H 4.22253 -6.56757 1.49921
H 1.16936 6.25555 -2.77782
H 5.84326 -3.12426 4.46121
H -1.67338 -0.48617 -6.38231
H -4.05558 5.13600 2.53478
H 4.29692 -2.58798 3.80718
H -0.60825 1.96669 6.11445
H 2.83326 -6.65690 -0.53689
H -0.24698 -1.70223 5.81722
H -4.71096 1.81066 -2.85506
H 0.77987 1.81373 1.59757
*
```

Relative energy (zero: lowest compared OMol25 entry of this formula, charge and spin) ... 8.1 kcal per mole
E_tot ... -153229.13515 eV
Molar mass ... 1093.6 Da
Gap between HOMO and LUMO (alpha / beta) ... 6.249 / 7.740 eV



No. 2
The following is a DFT calculation (wB97M-V/def2-TZVPD) of C36H38HgNO2P2S3 as an isolated structure.

The geometry in ORCA input format:
```
! RIJCOSX wB97M-V def2-TZVPD def2/J DEFGRID3
* xyz 0 2
Hg 0.22024 -0.28758 0.04985
S -3.25658 1.82403 -3.66784
S -0.68495 -0.65304 -3.63946
S -2.51132 -0.09544 -0.99995
P -0.65688 -0.85016 2.53641
P 2.25452 0.33086 -1.36649
O -0.05666 -2.38474 0.70100
O -0.07880 -2.33400 2.15937
N 0.17093 1.98503 0.20726
C 0.80187 3.55441 1.73979
C -0.18514 2.58419 1.40910
C 1.46917 0.59962 5.66468
C 3.21582 0.10195 -5.34386
C 4.69886 -0.33232 1.83167
C -4.60730 -0.50133 3.56357
C 6.08105 0.51346 0.05474
C 2.83576 0.59939 -4.10488
C -2.43527 -1.14945 2.75004
C -5.18550 -1.54578 2.85498
C -4.50364 1.24853 -2.48278
C 3.72302 0.17937 -0.31201
C 2.79561 -0.24062 -2.99617
C -1.71882 -1.95270 -2.92726
C 1.05561 -0.17977 6.73506
C 3.52374 -2.07508 -4.37718
C 3.55934 -1.23379 -5.48181
C -3.23572 -0.30266 3.51083
C -1.66053 -0.05837 -5.04061
C -4.38943 -2.39239 2.09646
C 0.92205 0.39273 4.40694
C 1.95287 2.13102 -1.48138
C -0.46060 -1.36753 5.29952
C -3.09232 0.39279 -4.77787
C -2.88226 -1.55007 -2.00028
C -0.04201 -0.59378 4.21819
C -3.01807 -2.19466 2.03722
C 1.75004 3.54012 0.71451
C -1.33806 2.26353 2.10274
C 5.94016 0.06614 1.36287
C 1.32712 2.57278 -0.19474
C 4.97790 0.57036 -0.77894
C -3.98866 0.92865 -1.07917
C 3.14081 -1.58264 -3.14259
C 0.09071 -1.16290 6.55389
C 3.59311 -0.28045 0.99460
H -2.78595 0.51193 4.06632
H -5.26235 2.02789 -2.39626
H -1.07487 0.77263 -5.43919
H 2.21243 1.37292 5.80839
H -1.57679 2.77302 3.02540
H 3.78891 -3.11921 -4.47988
H 3.85453 -1.62094 -6.44808
H -2.06162 1.57055 1.69576
H 3.10518 -2.24726 -2.28640
H -3.08996 -2.39427 -1.33986
H 4.58556 -0.69131 2.84596
H -2.38717 -2.84118 1.43949
H 1.22501 1.01461 3.57032
H -1.21846 -2.12803 5.15628
H -3.79372 -1.36468 -2.56523
H 7.05198 0.81706 -0.31416
H 2.63327 -0.61951 1.36892
H -5.01117 0.38801 -2.92002
H -1.01663 -2.57225 -2.36450
H -3.67017 1.84795 -0.58282
H 3.24382 0.76378 -6.19977
H -4.83820 -3.21261 1.55001
H 1.25550 2.28647 -2.31039
H 0.77519 4.20148 2.60232
H 2.88044 2.66908 -1.68640
H -6.25599 -1.70210 2.89951
H 2.56990 1.64386 -4.01371
H -1.68218 -0.82927 -5.81599
H 6.80387 0.02267 2.01358
H 1.48180 -0.01757 7.71701
H -0.23191 -1.76811 7.39124
H -3.67579 -0.43084 -4.37120
H 5.09142 0.91381 -1.80097
H -3.54284 0.64604 -5.73973
H -4.79515 0.49956 -0.48029
H -5.22308 0.15773 4.16191
H 2.62409 4.16493 0.61550
H -2.10072 -2.58454 -3.73308
*
```

Relative energy (zero: lowest compared OMol25 entry of this formula, charge and spin) ... 25.4 kcal per mole
E_tot ... -98788.01601 eV
Molar mass ... 875.4 Da
Gap between HOMO and LUMO (alpha / beta) ... 6.001 / 7.873 eV



No. 3
The following is a DFT calculation (wB97M-V/def2-TZVPD) of a 2-piece molecular cluster, C4H10O2 overall.

The geometry in ORCA input format:
```
! RIJCOSX wB97M-V def2-TZVPD def2/J DEFGRID3
* xyz 0 1
O -0.93411 -0.49988 1.76649
O 1.57001 0.49722 -2.43266
C -1.89392 0.53590 1.65908
C 0.06077 -0.73853 -0.94286
C 1.42092 -0.24426 -1.26564
C 0.76487 0.33681 -0.07528
H -1.54637 1.43891 2.19217
H -0.04449 -1.79990 -0.72233
H -0.73703 -0.36679 -1.58095
H -2.84250 0.20291 2.11544
H 2.21529 -0.95417 -1.02902
H -0.72313 -0.76043 0.86158
H 2.32676 1.07297 -2.27565
H -2.10972 0.83179 0.60833
H 0.33819 1.33486 -0.16794
H 1.19194 0.15957 0.90834
*
```

Structure (SMILES) ... OC1CC1.CO
Relative energy (zero: lowest compared OMol25 entry of this formula, charge and spin) ... 56.9 kcal per mole
E_tot ... -8403.07863 eV
Molar mass ... 90.1 Da
Gap between HOMO and LUMO ... 10.606 eV